<A>
Below is a single C4H7N3S molecule, with properties calculated with ωB97M-V/def2-TZVPD.

The geometry in ORCA input format:
```
! RIJCOSX wB97M-V def2-TZVPD def2/J DEFGRID3
* xyz 0 1
N 1.2407 1.8629 0.4409
C 1.2036 0.7397 -0.4542
C 2.3964 -0.2921 -0.0911
C 1.8808 -1.4161 0.2833
N 0.3713 -1.4677 -0.0310
C 0.0384 -0.2275 -0.1614
N -1.0987 0.4983 -0.4080
S -2.6960 -0.1413 0.0719
H 0.9203 1.4988 1.4630
H 2.0391 2.3228 0.4061
H 1.2284 1.1539 -1.4448
H 3.5383 -0.2531 -0.2742
H 2.1942 -2.5731 0.2997
H -1.2331 1.5648 -0.3400
H -2.2589 -0.5318 1.2674
*
```

Results
- E_HOMO (eV) = -8.50


<B>
Below is 2 unconnected molecules or ions with the total composition C4H7N3S, with properties calculated with ωB97M-V/def2-TZVPD.

The geometry in ORCA input format:
```
! RIJCOSX wB97M-V def2-TZVPD def2/J DEFGRID3
* xyz 0 1
C 0.1881 0.8624 0.6563
N 0.5757 -0.2248 1.1376
C 1.6415 -0.9241 0.3361
C 1.9204 -0.0169 -0.8967
S 0.9638 1.4731 -0.7715
H -0.4172 1.5877 1.2623
H 1.3218 -2.0037 0.0682
H 2.3987 -1.0934 1.0483
H 3.0332 0.3445 -0.7624
H 1.7699 -0.4685 -1.8513
N -3.0814 0.1858 -1.2357
C -2.6508 0.0212 -0.1173
N -2.1439 -0.3234 0.9385
H -2.9563 1.1289 -1.7021
H -2.5636 -0.5486 1.8898
*
```

Results
- E_HOMO (eV) = -8.41


<C>
Below is a single C4H7N3S molecule, with properties calculated with ωB97M-V/def2-TZVPD.

The geometry in ORCA input format:
```
! RIJCOSX wB97M-V def2-TZVPD def2/J DEFGRID3
* xyz 0 1
C -2.1502 1.2008 0.6441
N -2.2263 0.6921 -0.7107
C -1.2882 0.0592 -1.2662
N -0.0143 -0.3110 -0.8006
N 0.4365 -0.0217 0.4154
C 1.6247 -0.3835 0.8140
C 2.6243 -1.1219 0.0563
S 4.0741 -1.5153 0.6607
H -3.1026 1.7085 0.8637
H -1.3686 1.9185 0.8063
H -2.0097 0.3902 1.3790
H -1.4314 -0.2784 -2.2706
H 0.5728 -0.8155 -1.4578
H 1.8500 -0.0734 1.8113
H 2.4087 -1.4486 -0.9450
*
```

Results
- E_HOMO (eV) = -8.91


<D>
Below is a single C4H7N3S molecule, with properties calculated with ωB97M-V/def2-TZVPD.

The geometry in ORCA input format:
```
! RIJCOSX wB97M-V def2-TZVPD def2/J DEFGRID3
* xyz 0 1
C 2.1585 1.4746 -0.1523
N 3.1356 0.5737 0.0266
S 2.8904 -1.1029 0.0585
C 1.3614 -1.5229 -0.1543
N 0.3732 -0.6776 -0.4185
N -0.8397 -1.3998 -0.1218
C -1.9464 -0.8171 -0.0061
C -2.2475 0.6212 0.0511
H 1.1233 1.2031 -0.2755
H 2.3884 2.6353 0.0344
H 1.0770 -2.6334 0.2063
H -2.7843 -1.4976 0.4592
H -2.7762 1.0157 0.9501
H -2.6537 1.0085 -0.8169
H -1.2599 1.1192 0.1593
*
```

Results
- E_HOMO (eV) = -8.75


<B> takes first place; second place is 39.1 kJ/mol up.


<A>
Below is a single C4H7N3S molecule, with properties calculated with ωB97M-V/def2-TZVPD.

The geometry in ORCA input format:
```
! RIJCOSX wB97M-V def2-TZVPD def2/J DEFGRID3
* xyz 0 1
C 2.2959 -0.6175 0.5759
N 1.8564 -0.3603 -0.7890
N 0.8112 0.5988 -0.5962
C -0.3142 0.1078 -0.3222
C -1.4995 1.0442 -0.0656
C -2.6694 0.1550 0.0296
N -2.5621 -1.1293 -0.0942
S -0.8669 -1.5630 -0.3771
H 2.5885 0.2640 1.1871
H 1.4308 -1.0707 1.1175
H 3.0117 -1.4015 0.5370
H 2.6022 0.1818 -1.2585
H -1.3757 1.6897 0.8225
H -1.6167 1.5908 -0.9845
H -3.6921 0.5104 0.2177
*
```

Results
- E_HOMO (eV) = -8.61


<B>
Below is a single C4H7N3S molecule, with properties calculated with ωB97M-V/def2-TZVPD.

The geometry in ORCA input format:
```
! RIJCOSX wB97M-V def2-TZVPD def2/J DEFGRID3
* xyz 0 1
C 1.0384 1.2803 1.8473
C 0.0634 0.4905 0.9727
C -1.1953 0.3257 1.3992
S -2.2856 -0.2129 0.1834
C -0.9795 -0.4932 -0.8378
N -1.0800 -1.0520 -2.0007
N 0.0262 -1.3865 -2.7220
N 0.2534 -0.0751 -0.2977
H 1.5610 0.6461 2.5674
H 1.8907 1.6071 1.2609
H 0.5161 2.1985 2.2362
H -1.5356 0.3996 2.4297
H -0.0512 -1.4548 -3.7968
H 0.6320 -2.1323 -2.3941
H 1.1461 -0.1410 -0.8477
*
```

Results
- E_HOMO (eV) = -6.81


<A> takes first place; second place is 7.5 kJ/mol up.


<A>
Below is a single C4H7N3S molecule, with properties calculated with ωB97M-V/def2-TZVPD.

The geometry in ORCA input format:
```
! RIJCOSX wB97M-V def2-TZVPD def2/J DEFGRID3
* xyz 0 1
C 0.6769 2.5403 0.4212
N 0.1064 1.7524 -0.4241
N -0.0802 0.4724 0.1918
C -0.0497 -0.4907 -0.6530
C 0.0636 -0.2441 -2.1069
S -0.2180 -2.1826 -0.3308
N -0.5935 -2.5595 1.3367
C -0.6998 -1.6524 2.1913
H 0.8051 2.2649 1.4553
H 0.8895 3.5507 0.1519
H 1.1723 -0.0206 -2.2427
H -0.6320 0.4910 -2.5469
H -0.2110 -1.2397 -2.6297
H -0.7243 -2.1011 3.1435
H -0.5054 -0.5811 2.0423
*
```

Results
- E_HOMO (eV) = -8.93


<B>
Below is a single C4H7N3S molecule, with properties calculated with ωB97M-V/def2-TZVPD.

The geometry in ORCA input format:
```
! RIJCOSX wB97M-V def2-TZVPD def2/J DEFGRID3
* xyz 0 1
C 2.2934 1.5383 -0.0987
C 1.4731 0.4882 0.0076
N 0.0708 0.5625 0.1747
C -0.5892 -0.6447 0.0336
N -1.8513 -0.7793 -0.1231
N -2.5346 0.4693 -0.1346
C 0.2985 -1.8452 0.0466
S 1.9747 -1.1944 -0.0682
H 1.8657 2.5562 -0.0416
H 3.3710 1.3979 -0.1751
H -0.4267 1.3924 -0.0559
H -3.4597 0.2288 -0.5100
H -2.7733 0.7117 0.8388
H 0.2052 -2.4655 0.9506
H 0.0824 -2.4160 -0.8447
*
```

Results
- E_HOMO (eV) = -8.19


<B> takes first place; second place is 191.9 kJ/mol up.


<A>
Below is a single C6H6N2O3S molecule, with properties calculated with ωB97M-V/def2-TZVPD.

The geometry in ORCA input format:
```
! RIJCOSX wB97M-V def2-TZVPD def2/J DEFGRID3
* xyz 0 1
N 2.2983 -1.7803 -0.8367
S 2.0125 -0.6312 0.0829
O 2.1995 -0.7457 1.5204
C -0.1174 -0.0025 0.0259
C -0.5911 0.8668 1.0090
C -1.9811 1.0531 1.0238
C -2.8370 0.3987 0.1315
C -2.2854 -0.5338 -0.7732
C -0.8754 -0.7684 -0.7513
N 2.9592 0.9785 -0.5343
O 2.2186 1.7995 -0.9137
O 4.1443 0.9983 -0.5056
H 2.6899 -2.6295 -0.4234
H -0.0711 1.3401 1.8363
H -2.4593 1.9484 1.6278
H -3.9565 0.5285 0.2483
H -2.8251 -1.2894 -1.2643
H -0.5228 -1.5310 -1.5035
*
```

Results
- E_HOMO (eV) = -9.76


<B>
Below is 2 unconnected molecules or ions with the total composition C6H6N2O3S, with properties calculated with ωB97M-V/def2-TZVPD.

The geometry in ORCA input format:
```
! RIJCOSX wB97M-V def2-TZVPD def2/J DEFGRID3
* xyz 0 1
C 1.4590 -1.2593 1.9395
C 2.3349 -0.9442 0.9608
C 0.1346 -1.1132 1.7847
C 1.8693 -0.5652 -0.2935
C -0.3834 -0.7567 0.5820
C 0.4792 -0.5638 -0.5659
N -2.3795 3.3981 -1.3543
N -1.2123 -0.0208 -2.0028
O 0.1725 -0.2780 -1.8025
O -1.4168 0.4344 -3.1020
O -2.6840 1.0974 -0.2894
S -3.1963 2.1564 -1.1181
H 1.9499 -1.4883 2.9761
H 3.3876 -1.1600 1.0795
H -0.3957 -1.3103 2.8137
H 2.6995 -0.3298 -1.0901
H -1.4566 -0.8626 0.4512
H -1.3620 3.5658 -0.9689
*
```

Results
- E_HOMO (eV) = -8.94


<B> takes first place; second place is 159.3 kJ/mol up.


<A>
Below is a single C3H4INO molecule, with properties calculated with ωB97M-V/def2-TZVPD.

The geometry in ORCA input format:
```
! RIJCOSX wB97M-V def2-TZVPD def2/J DEFGRID3
* xyz 0 1
O 0.6733 -1.8410 -0.8796
C -0.3415 -1.5295 -0.2754
N -0.5015 -0.1484 -0.2078
C -0.5484 0.9545 0.6371
C 0.5390 0.7539 -0.4245
I 2.5810 0.5019 0.2074
H -1.1076 -2.1216 0.2633
H -0.2610 0.8240 1.7639
H -1.4912 1.4760 0.3455
H 0.4579 1.1302 -1.4299
*
```

Results
- E_HOMO (eV) = -9.34


<B>
Below is 2 unconnected molecules or ions with the total composition C3H4INO, with properties calculated with ωB97M-V/def2-TZVPD.

The geometry in ORCA input format:
```
! RIJCOSX wB97M-V def2-TZVPD def2/J DEFGRID3
* xyz 0 1
C -0.3210 -1.6153 -0.4233
C -0.0801 0.5655 -0.2930
C 0.5651 -0.1185 0.8084
N 0.2468 -1.4330 0.7422
O -0.5954 -0.4807 -1.0811
I 3.6780 0.0025 -0.0518
H -0.7605 -2.5090 -0.9209
H -0.8962 1.1998 0.2792
H 0.6282 1.3682 -0.8526
H 0.8898 0.5085 1.6332
*
```

Results
- E_HOMO (alpha / beta) (eV) = -8.48 / -7.80


<A> takes first place; second place is 25.6 kJ/mol up.


<A>
Below is 3 unconnected molecules or ions with the total composition C3H4INO, with properties calculated with ωB97M-V/def2-TZVPD.

The geometry in ORCA input format:
```
! RIJCOSX wB97M-V def2-TZVPD def2/J DEFGRID3
* xyz 0 1
C -0.7968 0.0761 0.1190
C 2.5622 -1.5199 -0.3946
C -2.2207 0.1274 -0.1785
N 0.2699 -0.4366 0.2732
O 2.1958 -2.5851 -0.3826
I 3.4515 2.4598 1.0321
H 2.3341 1.5156 0.2548
H -2.6745 -0.8192 0.1169
H -2.3779 0.3414 -1.2516
H -2.7436 0.8405 0.4113
*
```

Results
- E_HOMO (eV) = -9.70


<B>
Below is a single C3H4INO molecule, with properties calculated with ωB97M-V/def2-TZVPD.

The geometry in ORCA input format:
```
! RIJCOSX wB97M-V def2-TZVPD def2/J DEFGRID3
* xyz 0 1
C -0.9367 1.6434 -0.1757
C 0.3461 -0.4187 0.3968
C 1.4615 -0.3649 -0.4699
N -0.1831 2.5771 0.0895
O -0.8182 0.2778 -0.1019
I 3.3756 0.1179 -0.0071
H -1.8926 1.9158 -0.5943
H -0.1758 -1.3636 0.5011
H 0.6046 -0.0222 1.5304
H 1.3866 -1.1737 -1.2520
*
```

Results
- E_HOMO (alpha / beta) (eV) = -10.03 / -8.68


<A> takes first place; second place is 347.9 kJ/mol up.